{"formula": "C51H40I2N2O2P2W", "method": "ωB97M-V/def2-TZVPD", "elements": ["W", "I", "C", "C", "C", "C", "C", "C", "C", "C", "C", "P", "C", "C", "C", "C", "C", "C", "C", "C", "C", "C", "C", "C", "C", "H", "H", "H", "H", "H", "H", "H", "H", "H", "H", "H", "H", "H", "H", "H", "H", "O", "C", "O", "C", "C", "C", "C", "C", "C", "P", "C", "C", "C", "C", "C", "C", "C", "C", "C", "C", "C", "C", "H", "H", "H", "H", "H", "H", "H", "H", "H", "H", "H", "H", "H", "H", "N", "C", "C", "C", "C", "C", "C", "C", "C", "N", "C", "H", "H", "H", "H", "H", "H", "H", "H", "I", "C", "H", "H"], "coordinates": [[0.92, 0.36, -0.13], [2.35, 2.86, -0.37], [1.26, 4.72, -0.37], [2.14, 5.76, -0.30], [1.70, 7.09, -0.29], [0.36, 7.34, -0.34], [-0.57, 6.28, -0.40], [-1.94, 6.61, -0.43], [-2.89, 5.64, -0.49], [-2.49, 4.30, -0.52], [-1.16, 3.92, -0.49], [-1.05, 2.06, -0.48], [-1.95, 1.89, 1.12], [-1.24, 2.49, 2.17], [-1.78, 2.55, 3.44], [-3.04, 2.01, 3.68], [-3.75, 1.42, 2.65], [-3.21, 1.36, 1.37], [-2.06, 1.77, -1.97], [-3.23, 1.01, -2.07], [-3.89, 0.92, -3.29], [-3.38, 1.54, -4.42], [-2.22, 2.29, -4.33], [-1.57, 2.42, -3.11], [-0.14, 4.91, -0.43], [3.20, 5.56, -0.26], [2.42, 7.90, -0.23], [-0.02, 8.35, -0.33], [-2.22, 7.66, -0.40], [-3.95, 5.88, -0.51], [-3.26, 3.54, -0.57], [-0.28, 2.94, 1.97], [-1.23, 3.02, 4.24], [-3.48, 2.07, 4.67], [-4.73, 1.01, 2.83], [-3.79, 0.91, 0.57], [-3.64, 0.51, -1.21], [-4.82, 0.36, -3.35], [-3.90, 1.45, -5.36], [-1.82, 2.78, -5.20], [-0.70, 3.06, -3.04], [4.57, 1.07, -0.18], [4.00, 0.05, 0.14], [2.82, 0.03, 0.75], [4.55, -1.31, -0.07], [5.91, -1.58, 0.01], [6.35, -2.89, -0.10], [5.44, -3.92, -0.26], [4.09, -3.66, -0.35], [3.63, -2.34, -0.28], [1.82, -2.06, -0.45], [1.31, -3.13, 0.96], [0.31, -4.09, 0.90], [0.03, -4.88, 2.01], [0.74, -4.71, 3.19], [1.73, -3.74, 3.26], [2.02, -2.96, 2.16], [1.37, -2.98, -1.96], [2.32, -3.38, -2.90], [1.94, -4.09, -4.02], [0.60, -4.40, -4.24], [-0.36, -3.96, -3.34], [0.02, -3.25, -2.22], [6.59, -0.76, 0.17], [7.41, -3.10, -0.04], [5.79, -4.95, -0.30], [3.38, -4.47, -0.48], [-0.23, -4.27, -0.02], [-0.73, -5.65, 1.94], [0.52, -5.34, 4.04], [2.31, -3.62, 4.17], [2.83, -2.24, 2.20], [3.36, -3.12, -2.77], [2.69, -4.41, -4.73], [0.31, -4.96, -5.12], [-1.41, -4.17, -3.52], [-0.74, -2.91, -1.53], [0.86, 0.21, 2.39], [-0.24, -0.65, 2.76], [-0.47, -1.00, 4.06], [-1.55, -1.82, 4.42], [-2.41, -2.26, 3.45], [-2.20, -1.91, 2.10], [-3.08, -2.33, 1.08], [-2.84, -1.93, -0.21], [-1.72, -1.16, -0.49], [-0.83, -0.78, 0.43], [-1.08, -1.12, 1.74], [1.74, -0.27, 2.57], [0.85, 1.02, 3.00], [0.21, -0.64, 4.83], [-1.71, -2.09, 5.45], [-3.27, -2.86, 3.70], [-3.94, -2.94, 1.33], [-3.51, -2.21, -1.02], [-1.51, -0.87, -1.51], [2.87, 0.15, -3.07], [0.83, 0.34, -2.35], [0.32, -0.51, -2.82], [0.49, 1.24, -2.86]], "s2": 2.02, "total_charge": 2, "e_homo_ha": [-0.47206, -0.47353], "relative_energy_kcal_mol": 16.60, "total_energy_ev": -97204.4073, "spin_multiplicity": 3}